[1]
{"formula": "C2H2N4O2", "method": "wB97M-V/def2-TZVPD", "lumo_energy_ev": -1.26, "charge": 0, "orbital_gap_ev": 8.64, "relative_energy_kj_mol": 775.0, "smiles": "O/N=c1/nnnco1", "largest_force_ev_per_a": 6.317, "symbols": ["O", "N", "C", "N", "N", "N", "C", "O", "H", "H"], "positions_angstrom": [[-2.337, 0.761, 0.937], [-1.140, 1.335, 0.456], [-0.181, 0.612, 0.096], [0.997, 0.982, -0.494], [1.878, 0.148, -0.625], [1.394, -1.269, -0.994], [0.464, -1.561, -0.221], [-0.375, -0.735, 0.493], [-1.935, -0.176, 1.498], [0.035, -2.710, -0.592]], "forces_ev_per_a": [[4.065, -3.701, 2.353], [-1.332, 2.210, -0.900], [-2.914, -2.613, 0.824], [0.616, 1.392, 2.056], [0.424, -1.098, -2.803], [1.722, 2.372, 2.055], [-3.488, -4.665, -2.443], [2.433, -0.849, -0.844], [-2.176, 3.727, -2.416], [0.651, 3.226, 2.116]], "lowdin_charge": [-0.073, 0.057, -0.399, 0.089, 0.072, 0.093, -0.252, -0.008, 0.221, 0.199]}



[2]
{"formula": "C2H2N4O4S", "method": "wB97M-V/def2-TZVPD", "lumo_energy_ev": -0.73, "charge": 0, "orbital_gap_ev": 9.88, "relative_energy_kj_mol": 0.0, "largest_force_ev_per_a": 6.216, "symbols": ["C", "C", "N", "N", "N", "N", "O", "O", "O", "O", "S", "H", "H"], "positions_angstrom": [[0.339, -1.286, 1.930], [1.138, -0.170, -0.463], [0.737, -1.835, 2.852], [-0.112, -0.726, 0.798], [0.661, 0.958, -0.720], [-1.364, -0.957, 0.418], [1.891, -0.926, -0.899], [-2.076, -1.683, 1.023], [-1.648, -0.522, -0.664], [-0.150, 1.627, 0.227], [1.393, 2.058, -1.846], [-1.043, 1.487, -0.063], [0.234, 1.974, -2.596]], "forces_ev_per_a": [[-0.719, -0.126, -0.958], [-1.552, -4.024, 1.852], [0.447, -0.158, 0.807], [3.364, 0.206, 0.335], [-1.515, 6.028, 0.039], [0.179, -1.491, -1.063], [0.999, -0.822, 0.123], [-0.996, -0.948, 2.221], [-0.606, 1.861, -2.166], [1.796, 0.321, -0.250], [-1.308, -0.787, -0.403], [-1.110, -0.410, -0.649], [1.020, 0.349, 0.113]], "lowdin_charge": [-0.266, -0.413, 0.179, 0.071, -0.448, -0.468, 0.230, 0.131, 0.056, -0.012, 0.925, 0.083, -0.069]}



[3]
{"formula": "C2H2N4O6", "method": "wB97M-V/def2-TZVPD", "lumo_energy_ev": [-1.86, -1.86], "charge": 0, "orbital_gap_ev": [8.95, 8.95], "relative_energy_kj_mol": 4.5, "smiles": "O=[N+]([O-])C(=[NH+][O-])[N+](=O)[O-].N=C=O", "largest_force_ev_per_a": 3.931, "symbols": ["O", "N", "O", "C", "N", "O", "N", "O", "O", "H", "N", "C", "O", "H"], "positions_angstrom": [[0.130, -0.017, -2.250], [0.534, 0.655, -1.332], [1.503, 1.414, -1.324], [-0.193, 0.628, -0.112], [0.358, 1.186, 0.929], [-0.122, 1.668, 1.917], [-1.627, 0.247, -0.220], [-2.290, 0.603, -1.168], [-1.990, -0.440, 0.736], [1.472, 1.334, 0.719], [-0.008, -2.170, 0.237], [0.969, -1.539, 0.445], [1.897, -0.878, 0.605], [-0.633, -2.692, 0.817]], "forces_ev_per_a": [[0.388, 0.097, 0.051], [0.505, 0.578, -0.121], [0.013, -0.524, -0.520], [-2.138, 0.257, -0.780], [3.206, 1.235, -1.912], [-0.830, -0.170, 1.512], [0.175, -0.440, 1.330], [0.604, -0.122, 0.702], [-0.272, 0.964, -0.951], [-2.694, -0.376, 0.481], [-0.728, -1.078, -0.718], [-0.431, -1.231, 0.822], [2.233, 0.770, 0.053], [-0.032, 0.037, 0.051]], "lowdin_charge": [0.141, -0.335, 0.081, -0.174, -0.053, 0.090, -0.292, 0.135, 0.079, 0.244, 0.241, -0.435, 0.165, 0.111]}



[4]
{"formula": "C2H2N4OS", "method": "wB97M-V/def2-TZVPD", "lumo_energy_ev": -1.11, "charge": 0, "orbital_gap_ev": 8.65, "relative_energy_kj_mol": 328.9, "smiles": "On1nncnc1=S", "largest_force_ev_per_a": 4.383, "symbols": ["O", "N", "N", "N", "C", "N", "C", "S", "H", "H"], "positions_angstrom": [[-1.499, -1.502, -0.463], [-0.328, -0.726, -0.231], [0.664, -1.399, 0.387], [1.705, -0.659, 0.736], [1.284, 0.792, 0.900], [0.237, 1.427, 0.332], [-0.567, 0.613, -0.473], [-1.743, 1.030, -1.406], [-1.821, -1.006, -1.263], [2.067, 1.431, 1.480]], "forces_ev_per_a": [[2.067, 0.038, -0.046], [-1.291, -2.814, 0.990], [0.941, 2.768, -1.210], [-3.771, 2.097, 0.768], [0.702, 0.136, -1.644], [2.583, -2.172, 1.087], [3.104, -0.039, 3.009], [-2.290, 1.768, -2.263], [-0.333, -0.380, 0.297], [-1.712, -1.403, -0.988]], "lowdin_charge": [-0.026, -0.167, 0.089, 0.035, -0.091, 0.080, -0.898, 0.847, -0.001, 0.134]}



[5]
{"formula": "C2H2N6O6", "method": "wB97M-V/def2-TZVPD", "lumo_energy_ev": -1.98, "charge": 0, "orbital_gap_ev": 8.17, "relative_energy_kj_mol": 258.7, "largest_force_ev_per_a": 3.991, "symbols": ["C", "C", "N", "N", "N", "N", "N", "N", "O", "O", "O", "O", "O", "O", "H", "H"], "positions_angstrom": [[-0.162, 0.167, 0.424], [-0.212, -0.861, -0.573], [-0.783, 0.115, 1.526], [-1.131, -1.734, -0.606], [-1.696, -0.660, 1.859], [-0.293, 1.284, 2.862], [-1.283, -2.563, -1.675], [-2.550, -0.259, 2.868], [-0.329, 2.396, 2.481], [0.208, 0.738, 3.740], [-0.601, -3.528, -1.725], [-2.145, -2.179, -2.392], [-3.430, -0.976, 3.234], [-2.262, 0.843, 3.344], [0.549, 1.063, 0.401], [0.576, -0.670, -1.292]], "forces_ev_per_a": [[2.435, 1.756, 0.467], [-0.165, 0.475, -1.037], [-1.076, 1.887, 2.046], [0.173, 1.188, 2.187], [-1.778, -3.557, -0.338], [0.087, 1.267, -1.965], [0.687, 1.077, 0.277], [1.711, 1.407, 0.456], [-0.054, 0.121, -0.196], [0.845, -1.268, 1.294], [0.876, -1.816, -0.389], [-1.423, -0.145, -1.773], [0.065, -0.267, -0.510], [-1.544, 0.258, 0.592], [-0.759, -1.720, -0.392], [-0.081, -0.661, -0.719]], "lowdin_charge": [-0.060, -0.080, -0.012, 0.164, 0.137, -0.338, -0.499, -0.380, 0.157, 0.198, 0.126, 0.122, 0.132, 0.043, 0.157, 0.133]}



[6]
{"formula": "C2H2NO2P", "method": "wB97M-V/def2-TZVPD", "lumo_energy_ev": -1.90, "charge": 0, "orbital_gap_ev": 8.45, "relative_energy_kj_mol": 219.5, "largest_force_ev_per_a": 5.081, "symbols": ["C", "C", "N", "O", "O", "P", "H", "H"], "positions_angstrom": [[-1.270, -0.603, -0.278], [-0.788, 0.625, -0.631], [-1.608, -1.640, 0.019], [2.785, -0.554, 1.305], [1.072, 0.400, -0.018], [1.360, -0.688, 1.159], [-0.758, 1.108, -1.650], [-0.794, 1.353, 0.093]], "forces_ev_per_a": [[-0.540, 0.039, -0.800], [4.769, 1.505, -0.895], [-0.951, -2.307, 0.667], [2.122, -0.270, 0.740], [-3.120, 0.056, -1.317], [-1.557, 0.719, -1.034], [0.138, -1.395, 0.992], [-0.861, 1.652, 1.647]], "lowdin_charge": [-0.334, 0.069, 0.199, -0.439, -0.429, 0.728, 0.142, 0.064]}



[7]
{"formula": "C2H2NO2P", "method": "wB97M-V/def2-TZVPD", "lumo_energy_ev": [0.03, 0.03], "charge": 0, "orbital_gap_ev": [9.30, 9.30], "relative_energy_kj_mol": 492.9, "smiles": "[O-][N+]#P.C#CO", "largest_force_ev_per_a": 2.601, "symbols": ["O", "N", "P", "C", "C", "O", "H", "H"], "positions_angstrom": [[3.187, -2.063, 0.672], [2.437, -1.334, 0.071], [1.529, -0.231, -0.356], [-1.090, 1.217, 0.832], [-1.496, 0.589, -0.117], [-1.852, -0.282, -1.042], [-0.685, 1.748, 1.675], [-2.030, 0.356, -1.735]], "forces_ev_per_a": [[-0.776, 0.167, -1.213], [1.501, -0.523, 2.058], [-0.539, 0.263, -0.894], [-0.204, -0.303, -0.552], [0.704, -0.214, 2.088], [0.097, 1.231, 0.275], [-0.308, -0.104, -0.444], [-0.475, -0.519, -1.317]], "lowdin_charge": [-0.070, -0.698, 0.911, 0.041, -0.381, 0.046, 0.035, 0.115]}



[8]
{"formula": "C2H2NO2S", "method": "wB97M-V/def2-TZVPD", "lumo_energy_ev": 3.38, "charge": -1, "orbital_gap_ev": 6.99, "relative_energy_kj_mol": 245.7, "largest_force_ev_per_a": 2.221, "symbols": ["C", "C", "N", "O", "O", "S", "H", "H"], "positions_angstrom": [[-2.212, 0.275, -0.082], [-1.065, -0.253, 0.160], [2.416, 1.334, 0.088], [2.499, -1.082, -0.734], [-3.270, 0.763, -0.276], [2.715, -0.083, 0.384], [-0.176, 0.359, 0.224], [-0.907, -1.314, 0.237]], "forces_ev_per_a": [[-2.047, 0.827, -0.247], [1.097, -0.333, 0.178], [0.171, -0.482, 0.790], [0.250, 0.078, 1.081], [1.202, -0.548, 0.156], [-0.515, 0.355, -1.813], [0.073, 0.258, -0.086], [-0.231, -0.155, -0.060]], "lowdin_charge": [-0.286, 0.011, -0.574, -0.737, 0.107, 0.384, 0.028, 0.067]}



[9]
{"formula": "C2H2NO2S", "method": "wB97M-V/def2-TZVPD", "lumo_energy_ev": 3.89, "charge": -1, "orbital_gap_ev": 7.08, "relative_energy_kj_mol": 500.6, "largest_force_ev_per_a": 1.783, "symbols": ["C", "C", "N", "O", "O", "S", "H", "H"], "positions_angstrom": [[1.552, 0.142, -0.157], [2.594, -0.062, 0.386], [-1.617, -0.452, -0.432], [-1.431, -1.699, -0.236], [-2.473, 1.807, -0.002], [-2.740, 0.382, 0.333], [0.530, 0.041, -0.516], [3.585, -0.160, 0.624]], "forces_ev_per_a": [[-1.411, -0.724, -0.136], [-0.494, 0.437, -0.650], [0.974, -1.052, -0.077], [-0.560, 0.557, -0.083], [-0.387, 0.899, -0.022], [-0.012, -0.406, 0.174], [0.278, 0.475, 0.054], [1.612, -0.185, 0.739]], "lowdin_charge": [0.001, -0.024, -0.556, -0.342, -0.738, 0.700, -0.009, -0.032]}



[10]
{"formula": "C2H2NO2S", "method": "wB97M-V/def2-TZVPD", "lumo_energy_ev": [3.90, 4.01], "charge": -1, "orbital_gap_ev": [5.84, 7.23], "relative_energy_kj_mol": 506.2, "largest_force_ev_per_a": 3.912, "symbols": ["C", "C", "N", "O", "O", "S", "H", "H"], "positions_angstrom": [[1.262, 0.274, -0.353], [0.856, -0.946, -0.008], [1.784, 0.120, 0.788], [-1.601, 1.482, 0.936], [-2.743, -0.192, -0.522], [-1.894, 0.057, 0.668], [0.968, 1.063, -1.081], [1.368, -1.857, -0.429]], "forces_ev_per_a": [[-0.274, 3.657, -1.364], [-0.726, -3.384, 0.977], [0.057, -0.195, -0.482], [0.093, -0.648, -0.353], [0.509, 0.216, 0.458], [0.003, -0.086, -0.262], [0.898, -0.183, 0.556], [-0.561, 0.624, 0.470]], "lowdin_charge": [-0.437, -0.206, 0.058, -0.590, -0.609, 0.658, 0.101, 0.025]}